No. 1
Formula: C38H30BF3O3S
Source: the OMol25 dataset
Level of theory: ωB97M-V with the def2-TZVPD basis set

The LUMO energy comes out at -1.4 eV. For the gap between HOMO and LUMO, the calculation gives 0.179 Eh. As for the total charge: 0.

The geometry in XYZ format:
```
76
C38H30BF3O3S | the OMol25 dataset | ωB97M-V with the def2-TZVPD basis set
C -3.2778 -3.3324 -2.8288
C -2.8851 -2.2387 -1.8802
C -3.1582 -0.8870 -2.1970
C -2.7961 0.1462 -1.3798
C -2.1254 -0.0551 -0.0913
C -0.9414 0.9208 0.1130
C 0.3562 0.2828 0.2304
C 0.9702 -0.0151 1.4645
C 2.3045 -0.3870 1.5177
C 2.9951 -0.6300 0.3199
O 4.3727 -0.8196 0.4070
C 4.9625 -1.7654 -0.4298
C 6.3482 -1.6786 -0.5961
C 6.9841 -2.5650 -1.4654
C 6.2463 -3.5296 -2.1653
C 4.8700 -3.6362 -1.9495
C 4.2297 -2.7889 -1.0364
C 2.3650 -0.4701 -0.9196
C 1.0308 -0.0996 -0.9530
C -1.9151 -1.5116 0.2496
C -2.2327 -2.5175 -0.6973
H -2.5207 -4.1195 -2.8842
H -4.2106 -3.8111 -2.5129
H -3.4488 -2.9309 -3.8300
H -3.6224 -0.6819 -3.1666
H -2.9425 1.1776 -1.6940
H -1.0236 1.6259 -0.7226
H 0.4065 0.1322 2.3869
H 2.8453 -0.4678 2.4614
H 6.8879 -0.9214 -0.0285
H 8.0640 -2.5062 -1.5986
H 6.7462 -4.2018 -2.8691
H 4.2725 -4.3800 -2.4776
H 3.1685 -2.9319 -0.8016
H 2.9410 -0.5955 -1.8381
H 0.5251 -0.0350 -1.9213
H -1.1760 -1.7318 1.0290
H -1.9596 -3.5452 -0.4505
C -3.5865 3.6209 1.4936
C -2.1194 3.5304 1.3703
C -1.2493 3.1341 2.3843
C 0.0733 2.9690 1.9360
C 0.1701 3.0137 0.5332
B -3.2613 -0.5992 0.9831
C 1.4279 3.0885 -0.2057
C 1.4470 3.2616 -1.6001
C 2.6020 3.0105 -2.3234
C 3.7714 2.6727 -1.6462
C 5.0185 2.3509 -2.4111
F 6.1395 2.8665 -1.8252
F 5.2047 0.9838 -2.4842
F 4.9859 2.8013 -3.6950
C 3.8045 2.5875 -0.2618
C 2.6472 2.8371 0.4550
O -3.1115 -0.6406 2.4078
C -4.3763 -0.8977 2.8894
C -5.3036 -0.8409 1.8196
C -6.6168 -1.2485 1.9710
C -6.9797 -1.8292 3.1962
C -6.0478 -1.9481 4.2293
C -4.7362 -1.4621 4.1000
O -4.6306 -0.6396 0.6419
S -1.2820 3.8501 -0.0918
H -3.8633 4.0370 2.4648
H -3.9960 4.2655 0.7152
H -4.0257 2.6208 1.4107
H -1.5967 2.9446 3.3983
H 0.9058 2.7035 2.5800
H 0.5444 3.5471 -2.1357
H 2.5988 3.0702 -3.4040
H 4.7370 2.3365 0.2394
H 2.6889 2.7941 1.5443
H -7.3133 -1.1287 1.1442
H -8.0031 -2.1834 3.3266
H -6.3379 -2.4278 5.1672
H -3.9863 -1.5500 4.8884
```

Löwdin charges, unit e, in atom order: number 1, C, carries -0.052; number 2, C, carries -0.265; number 3, C, carries -0.021; number 4, C, carries 0.000; number 5, C, carries -0.174; number 6, C, carries -0.024; number 7, C, carries -0.261; number 8, C, carries -0.033; number 9, C, carries 0.007; number 10, C, carries -0.266; number 11, O, carries 0.009; number 12, C, carries -0.252; number 13, C, carries -0.013; number 14, C, carries -0.083; number 15, C, carries -0.102; number 16, C, carries -0.080; number 17, C, carries -0.030; number 18, C, carries -0.018; number 19, C, carries 0.004; number 20, C, carries -0.030; number 21, C, carries 0.006; number 22, H, carries 0.082; number 23, H, carries 0.085; number 24, H, carries 0.075; number 25, H, carries 0.121; number 26, H, carries 0.129; number 27, H, carries 0.059; number 28, H, carries 0.125; number 29, H, carries 0.124; number 30, H, carries 0.121; number 31, H, carries 0.103; number 32, H, carries 0.100; number 33, H, carries 0.103; number 34, H, carries 0.121; number 35, H, carries 0.128; number 36, H, carries 0.134; number 37, H, carries 0.145; number 38, H, carries 0.131; number 39, C, carries -0.094; number 40, C, carries -0.586; number 41, C, carries -0.114; number 42, C, carries -0.118; number 43, C, carries -0.483; number 44, B, carries -0.552; number 45, C, carries -0.221; number 46, C, carries -0.030; number 47, C, carries -0.002; number 48, C, carries -0.137; number 49, C, carries -0.515; number 50, F, carries 0.119; number 51, F, carries 0.106; number 52, F, carries 0.118; number 53, C, carries -0.004; number 54, C, carries -0.003; number 55, O, carries 0.175; number 56, C, carries -0.175; number 57, C, carries -0.176; number 58, C, carries 0.002; number 59, C, carries -0.088; number 60, C, carries -0.090; number 61, C, carries 0.002; number 62, O, carries 0.197; number 63, S, carries 1.076; number 64, H, carries 0.086; number 65, H, carries 0.074; number 66, H, carries 0.081; number 67, H, carries 0.118; number 68, H, carries 0.110; number 69, H, carries 0.101; number 70, H, carries 0.121; number 71, H, carries 0.133; number 72, H, carries 0.116; number 73, H, carries 0.120; number 74, H, carries 0.103; number 75, H, carries 0.103; number 76, H, carries 0.122


No. 2
Formula: C38H30CoN4P
Source: the OMol25 dataset
Level of theory: ωB97M-V with the def2-TZVPD basis set

The LUMO energy (alpha / beta) comes out at 2.6 / 1.6 eV. The spin multiplicity is 2. For the gap between HOMO and LUMO (alpha / beta), the calculation gives 0.226 / 0.184 Eh. As for the total charge: -1.

The geometry in XYZ format:
```
74
C38H30CoN4P | the OMol25 dataset | ωB97M-V with the def2-TZVPD basis set
Co 0.5661 -0.5533 0.4581
C -0.7191 -0.4164 4.6185
C 0.0545 -1.4679 5.1109
C 0.7982 -2.2247 4.2217
C 0.7788 -1.9196 2.8574
C 0.0263 -0.8462 2.3189
C -0.7360 -0.1264 3.2584
C 1.5356 -2.6984 1.8646
C 2.5534 -3.6474 2.1702
C 3.2254 -4.2642 1.1698
C 2.8869 -3.9880 -0.1801
C 3.5507 -4.5704 -1.2842
C 3.1787 -4.2633 -2.5604
C 2.1091 -3.3663 -2.7852
C 1.4592 -2.7824 -1.7364
C 1.8504 -3.0650 -0.4095
N 1.2190 -2.4149 0.6176
H -1.3141 0.1808 5.3039
H 0.0701 -1.6946 6.1711
H 1.3787 -3.0645 4.5962
H -1.3749 0.6855 2.9289
H 2.8051 -3.8445 3.2034
H 4.0236 -4.9673 1.3845
H 4.3760 -5.2494 -1.0995
H 3.7102 -4.6931 -3.3992
H 1.8139 -3.1283 -3.7998
H 0.6509 -2.0757 -1.8889
C 0.9571 2.5386 1.8239
C 0.6716 3.3128 0.5634
C 1.2246 4.5820 0.4019
C 0.9560 5.3631 -0.7128
C 0.1074 4.8790 -1.6948
C -0.4414 3.6110 -1.5578
C -0.1712 2.8099 -0.4454
P -0.8051 1.0716 -0.3289
C -2.3268 1.2809 0.6891
C -2.5960 2.5106 1.2916
C -3.6557 2.6738 2.1754
C -4.4725 1.5948 2.4638
C -4.2274 0.3699 1.8563
C -3.1694 0.1822 0.9702
C -2.9695 -1.1763 0.3544
C -1.5039 0.8428 -2.0152
C -2.8482 1.0654 -2.2709
C -3.3968 0.8785 -3.5377
C -2.5814 0.4454 -4.5852
C -1.2426 0.2262 -4.3638
C -0.6487 0.4393 -3.0894
C 0.7381 0.2991 -2.9427
H 1.6820 3.0662 2.4451
H 1.3460 1.5428 1.5996
H 0.0458 2.3929 2.4097
H 1.8886 4.9590 1.1735
H 1.4094 6.3424 -0.8123
H -0.1231 5.4753 -2.5696
H -1.0902 3.2424 -2.3409
H -1.9590 3.3590 1.0720
H -3.8374 3.6406 2.6316
H -5.2962 1.7017 3.1604
H -4.8663 -0.4755 2.0858
H -3.6290 -1.9104 0.8207
H -1.9314 -1.4952 0.4906
H -3.1743 -1.1603 -0.7203
H -3.4923 1.3869 -1.4618
H -4.4502 1.0664 -3.7052
H -3.0029 0.2902 -5.5716
H -0.6002 -0.1005 -5.1748
H 1.2462 0.5044 -2.0070
H 1.3538 -0.0160 -3.7798
N 2.3484 -0.0071 -0.2149
C 3.3730 -0.2631 -0.7191
N 4.5382 -0.4818 -1.2115
C 4.8769 -0.9815 -2.3739
N 5.2696 -1.4135 -3.3829
```

Löwdin charges, unit e, in atom order: number 1, Co, carries 0.082; number 2, C, carries -0.106; number 3, C, carries -0.124; number 4, C, carries -0.065; number 5, C, carries -0.190; number 6, C, carries -0.122; number 7, C, carries -0.116; number 8, C, carries -0.203; number 9, C, carries 0.000; number 10, C, carries -0.015; number 11, C, carries -0.160; number 12, C, carries -0.042; number 13, C, carries -0.091; number 14, C, carries -0.075; number 15, C, carries -0.025; number 16, C, carries -0.200; number 17, N, carries 0.075; number 18, H, carries 0.090; number 19, H, carries 0.085; number 20, H, carries 0.091; number 21, H, carries 0.063; number 22, H, carries 0.099; number 23, H, carries 0.112; number 24, H, carries 0.108; number 25, H, carries 0.099; number 26, H, carries 0.102; number 27, H, carries 0.091; number 28, C, carries -0.051; number 29, C, carries -0.268; number 30, C, carries -0.054; number 31, C, carries -0.095; number 32, C, carries -0.095; number 33, C, carries -0.077; number 34, C, carries -0.287; number 35, P, carries 1.093; number 36, C, carries -0.316; number 37, C, carries -0.094; number 38, C, carries -0.093; number 39, C, carries -0.095; number 40, C, carries -0.055; number 41, C, carries -0.284; number 42, C, carries -0.052; number 43, C, carries -0.299; number 44, C, carries -0.103; number 45, C, carries -0.084; number 46, C, carries -0.099; number 47, C, carries -0.048; number 48, C, carries -0.304; number 49, C, carries 0.082; number 50, H, carries 0.079; number 51, H, carries 0.041; number 52, H, carries 0.067; number 53, H, carries 0.105; number 54, H, carries 0.095; number 55, H, carries 0.096; number 56, H, carries 0.097; number 57, H, carries 0.099; number 58, H, carries 0.097; number 59, H, carries 0.095; number 60, H, carries 0.105; number 61, H, carries 0.076; number 62, H, carries 0.047; number 63, H, carries 0.073; number 64, H, carries 0.104; number 65, H, carries 0.096; number 66, H, carries 0.097; number 67, H, carries 0.107; number 68, H, carries 0.009; number 69, H, carries 0.075; number 70, N, carries 0.100; number 71, C, carries -0.321; number 72, N, carries 0.062; number 73, C, carries -0.441; number 74, N, carries 0.054


No. 3
Formula: C38H30FN7O9S2Sc
Source: the OMol25 dataset
Level of theory: ωB97M-V with the def2-TZVPD basis set

The LUMO energy comes out at 1.2 eV. For the gap between HOMO and LUMO, the calculation gives 0.201 Eh. As for the total charge: -1.

The geometry in XYZ format:
```
88
C38H30FN7O9S2Sc | the OMol25 dataset | ωB97M-V with the def2-TZVPD basis set
Sc -2.7616 0.9229 -0.1314
C -4.4803 1.9175 3.7835
C -4.6249 1.0546 2.5669
O -3.9624 1.2873 1.5627
N -5.5010 0.0408 2.5950
C -5.6403 -0.8941 1.4749
C -6.2819 -0.2671 0.2581
C -7.6454 -0.4054 0.0328
C -8.2113 0.1839 -1.0861
C -7.3914 0.8917 -1.9447
C -6.0387 0.9747 -1.6470
N -5.4870 0.4116 -0.5756
H -3.4168 2.1185 3.9038
H -4.8807 1.4487 4.6815
H -4.9931 2.8634 3.6048
H -6.0046 -0.1323 3.4461
H -6.2574 -1.7185 1.8288
H -4.6598 -1.2791 1.1982
H -8.2497 -0.9755 0.7274
H -9.2716 0.0874 -1.2833
H -7.7769 1.3733 -2.8325
H -5.3689 1.5158 -2.3026
F 3.9005 1.9971 -0.9511
C 3.3142 0.7758 -1.0139
C 1.9600 0.7406 -0.8760
C 1.2645 -0.4676 -0.9367
C -0.1716 -0.4867 -0.6951
O -0.7416 0.5981 -0.4786
C -0.7933 -1.7769 -0.7112
C -0.0309 -2.8583 -1.0153
N 1.3039 -2.8398 -1.2394
C 2.0046 -4.0487 -1.5843
C 1.6175 -5.3335 -0.9288
C 2.9219 -4.6780 -0.5754
C 1.9884 -1.6312 -1.1830
C 3.3764 -1.5758 -1.3345
C 4.0941 -0.3891 -1.2096
N 5.4986 -0.4183 -1.2922
C 6.1475 -1.6017 -0.7188
C 6.1005 -1.5369 0.8040
N 6.7173 -0.3179 1.3419
C 6.2727 0.9002 0.6408
C 6.2824 0.7523 -0.8777
C -2.2410 -2.0635 -0.3625
O -2.6347 -3.2212 -0.4151
O -2.9418 -1.0582 0.0123
H 1.4126 1.6575 -0.6970
H -0.5207 -3.8205 -1.0629
H 2.3127 -4.0930 -2.6230
H 1.6262 -6.2219 -1.5433
H 0.8358 -5.3082 -0.1835
H 3.8449 -5.1143 -0.9333
H 2.9824 -4.1962 0.3914
H 3.9034 -2.4905 -1.5407
H 7.1846 -1.5993 -1.0640
H 5.7004 -2.5230 -1.0804
H 6.5897 -2.4031 1.2530
H 5.0499 -1.5550 1.1150
H 7.7262 -0.3944 1.2756
H 5.6214 -0.0446 2.8895
H 6.8943 1.7355 0.9636
H 5.2545 1.1285 0.9632
H 7.3040 0.5765 -1.2270
H 5.9247 1.6519 -1.3627
S -1.2801 3.0188 1.4405
C 0.1191 2.2948 1.9700
C 1.3273 3.0790 1.9604
C 2.5337 2.5745 2.3184
C 3.7339 3.3577 2.2365
N 4.7270 3.9353 2.1692
C 2.6196 1.2009 2.7397
C 1.4264 0.4095 2.7664
C 0.1871 0.8957 2.4218
S -1.2186 -0.0986 2.5062
C 3.8198 0.7119 3.1088
N 4.8667 0.3091 3.5125
H 1.2517 4.1026 1.6191
H 1.5001 -0.6175 3.1012
O -3.3944 3.9346 -5.5243
C -3.2563 3.3472 -4.4809
C -2.7232 1.9258 -4.3140
O -2.2880 1.2161 -5.1971
C -2.8594 1.6436 -2.8820
C -3.2816 2.7837 -2.1864
O -3.3886 2.7215 -0.8959
C -3.6188 3.8732 -3.0940
O -4.1047 4.9606 -2.8500
O -2.6501 0.5528 -2.2410
```

Löwdin charges, unit e, in atom order: number 1, Sc, carries 0.925; number 2, C, carries 0.027; number 3, C, carries -0.493; number 4, O, carries -0.098; number 5, N, carries 0.108; number 6, C, carries -0.081; number 7, C, carries -0.236; number 8, C, carries -0.029; number 9, C, carries -0.071; number 10, C, carries -0.044; number 11, C, carries -0.074; number 12, N, carries 0.127; number 13, H, carries 0.079; number 14, H, carries 0.079; number 15, H, carries 0.097; number 16, H, carries 0.138; number 17, H, carries 0.125; number 18, H, carries 0.108; number 19, H, carries 0.106; number 20, H, carries 0.103; number 21, H, carries 0.107; number 22, H, carries 0.107; number 23, F, carries 0.051; number 24, C, carries -0.179; number 25, C, carries 0.096; number 26, C, carries -0.038; number 27, C, carries -0.270; number 28, O, carries -0.095; number 29, C, carries -0.009; number 30, C, carries 0.053; number 31, N, carries 0.016; number 32, C, carries -0.263; number 33, C, carries -0.085; number 34, C, carries -0.099; number 35, C, carries -0.110; number 36, C, carries 0.054; number 37, C, carries -0.136; number 38, N, carries -0.062; number 39, C, carries -0.156; number 40, C, carries -0.185; number 41, N, carries -0.083; number 42, C, carries -0.180; number 43, C, carries -0.142; number 44, C, carries -0.566; number 45, O, carries 0.044; number 46, O, carries -0.146; number 47, H, carries 0.146; number 48, H, carries 0.140; number 49, H, carries 0.156; number 50, H, carries 0.105; number 51, H, carries 0.109; number 52, H, carries 0.100; number 53, H, carries 0.113; number 54, H, carries 0.092; number 55, H, carries 0.122; number 56, H, carries 0.100; number 57, H, carries 0.120; number 58, H, carries 0.116; number 59, H, carries 0.115; number 60, H, carries 0.056; number 61, H, carries 0.126; number 62, H, carries 0.084; number 63, H, carries 0.120; number 64, H, carries 0.117; number 65, S, carries 0.769; number 66, C, carries -0.715; number 67, C, carries -0.072; number 68, C, carries -0.201; number 69, C, carries -0.186; number 70, N, carries 0.163; number 71, C, carries -0.201; number 72, C, carries -0.077; number 73, C, carries -0.749; number 74, S, carries 0.600; number 75, C, carries -0.077; number 76, N, carries 0.238; number 77, H, carries 0.110; number 78, H, carries 0.103; number 79, O, carries 0.113; number 80, C, carries -0.259; number 81, C, carries -0.285; number 82, O, carries 0.090; number 83, C, carries -0.305; number 84, C, carries -0.308; number 85, O, carries -0.129; number 86, C, carries -0.299; number 87, O, carries 0.082; number 88, O, carries -0.056


The records above give, respectively, relative energy (zero: lowest compared OMol25 entry of this formula, charge and spin) values of 2.712 2.292 1.366 eV.